The following is a DFT calculation (ωB97M-V with the def2-TZVPD basis set) of a 5-piece molecular cluster, C35H51BO20S overall in a non-equilibrium geometry.

Last columns: bonded neighbours and bond lengths (Å).
Atoms and positions in Å:
1 S -3.11740 3.33517 -2.24153  C40 1.810, H96 1.335
2 O -2.16945 2.35013 -4.52065  C30 1.383, C40 1.433
3 O 4.18166 4.14463 -1.05913  C34 1.348, C47 1.447
4 O 8.37230 -3.11039 9.05397  C25 1.444, C50 1.355
5 O -3.21280 -0.52253 -3.39986  C35 1.394, C46 1.432
6 O -4.60419 0.51006 -0.79387  C26 1.201
7 O -0.00384 1.94414 -1.56592  B57 1.375, H86 0.961
8 O 3.32026 4.63075 0.92651  C34 1.349, C42 1.437
9 O -1.24416 0.91007 -5.98237  C30 1.187
10 O 0.80876 2.19443 -3.80287  C45 1.416, B57 1.373
11 O 6.69275 -0.98256 2.30771  C24 1.347, C55 1.448
12 O 8.21180 -2.45145 3.09914  C24 1.188
13 O -9.69922 2.16403 -0.00539  C27 1.444, C28 1.354
14 O 8.90900 -1.14078 10.01331  C50 1.187
15 O 8.55256 -1.28864 7.79282  C50 1.355, C51 1.436
16 O -4.25993 -2.75204 -4.28222  C44 1.413, H99 0.959
17 O -10.62752 0.19760 -0.47017  C28 1.358, C52 1.433
18 O 3.49753 2.47810 0.28998  C34 1.192
19 O -2.47448 0.60831 -1.48748  C26 1.367, C35 1.425
20 O 6.18208 -2.26176 4.05052  C23 1.436, C24 1.359
21 O -11.80516 2.08922 -0.81061  C28 1.186
22 C -0.58665 -1.64196 -4.80610  C37 1.548, H62 1.088, H64 1.084, H90 1.091
23 C 5.14146 -1.27751 3.94256  O20 1.436, C55 1.513, H102 1.087, H107 1.092
24 C 7.13796 -1.94562 3.13831  O11 1.347, O12 1.188, O20 1.359
25 C 7.80219 -3.45130 7.77174  O4 1.444, C51 1.511, C56 1.511, H78 1.094
26 C -3.50717 0.02190 -0.81096  O6 1.201, O19 1.367, C29 1.494
27 C -8.84026 1.16618 0.58788  O13 1.444, C49 1.510, C52 1.512, H100 1.094
28 C -10.81229 1.54265 -0.46274  O13 1.354, O17 1.358, O21 1.186
29 C -3.20404 -1.21559 -0.03068  C26 1.494, C31 1.387, C32 1.391
30 C -1.45345 1.21516 -4.85483  O2 1.383, O9 1.187, C48 1.514
31 C -3.17649 -2.46505 -0.63158  C29 1.387, C54 1.387, H76 1.082
32 C -2.94752 -1.09665 1.33170  C29 1.391, C43 1.386, H74 1.082
33 C -6.17355 -2.13296 -2.86853  C44 1.535, H63 1.090, H66 1.089, H70 1.093
34 C 3.65221 3.64003 0.07359  O3 1.348, O8 1.349, O18 1.192
35 C -2.52479 0.58751 -2.91146  O5 1.394, O19 1.425, C40 1.588, C48 1.552
36 C -2.66520 -3.47705 1.48602  C43 1.388, C54 1.388, H101 1.082
37 C -0.28294 -0.75121 -3.57749  C22 1.548, C48 1.560, C53 1.539, H77 1.096
38 C 4.78798 0.54819 2.16791  C55 1.510, H67 1.091, H68 1.086, H83 1.087
39 C 4.94291 6.31389 -1.88711  C47 1.511, H82 1.091, H95 1.089, H106 1.089
40 C -3.04708 1.98754 -3.44786  S1 1.810, O2 1.433, C35 1.588, H72 1.083
41 C 0.73160 -1.20527 -1.22044  C53 1.540, H59 1.096, H88 1.089, H105 1.091
42 C 3.86680 5.85303 0.40351  O8 1.437, C47 1.513, H85 1.092, H104 1.086
43 C -2.67092 -2.22591 2.08590  C32 1.386, C36 1.388, H65 1.082
44 C -5.22922 -1.75847 -4.01964  O16 1.413, C33 1.535, C46 1.546, H79 1.092
45 C 2.19822 2.09983 -3.54809  O10 1.416, H84 1.092, H93 1.090, H98 1.094
46 C -4.58178 -0.37335 -3.79150  O5 1.432, C44 1.546, H92 1.094, H103 1.091
47 C 3.90660 5.56553 -1.08155  O3 1.447, C39 1.511, C42 1.513, H71 1.093
48 C -1.10121 0.57563 -3.52881  C30 1.514, C35 1.552, C37 1.560, B57 1.607
49 C -7.38636 1.56745 0.51021  C27 1.510, H58 1.089, H81 1.089, H108 1.089
50 C 8.63961 -1.78181 9.05188  O4 1.355, O14 1.187, O15 1.355
51 C 8.45008 -2.40519 6.89508  O15 1.436, C25 1.511, H80 1.086, H91 1.092
52 C -9.23902 -0.04971 -0.21833  O17 1.433, C27 1.512, H61 1.087, H94 1.093
53 C -0.34664 -1.55059 -2.26445  C37 1.539, C41 1.540, H87 1.091, H97 1.078
54 C -2.92039 -3.59751 0.12737  C31 1.387, C36 1.388, H73 1.082
55 C 5.26317 -0.84710 2.49741  O11 1.448, C23 1.513, C38 1.510, H60 1.093
56 C 8.07821 -4.89217 7.40939  C25 1.511, H69 1.089, H75 1.089, H89 1.090
57 B -0.05596 1.62322 -2.90213  O7 1.375, O10 1.373, C48 1.607
58 H -6.93305 1.26447 -0.43194  C49 1.089
59 H 1.56755 -0.66888 -1.68299  C41 1.096
60 H 4.78439 -1.57981 1.84221  C55 1.093
61 H -9.11467 -0.99221 0.30884  C52 1.087
62 H 0.23945 -1.63527 -5.51448  C22 1.088
63 H -6.18785 -3.21141 -2.71270  C33 1.090
64 H -1.49741 -1.35879 -5.32049  C22 1.084
65 H -2.45542 -2.14527 3.14288  C43 1.082
66 H -7.18158 -1.77023 -3.06390  C33 1.089
67 H 4.87673 1.21211 3.02962  C38 1.091
68 H 3.74716 0.53793 1.85786  C38 1.086
69 H 8.09184 -5.50957 8.30615  C56 1.089
70 H -5.84392 -1.66051 -1.93908  C33 1.093
71 H 2.91390 5.69272 -1.52086  C47 1.093
72 H -4.04445 1.96525 -3.87036  C40 1.083
73 H -2.91479 -4.57457 -0.33798  C54 1.082
74 H -2.97277 -0.11840 1.79415  C32 1.082
75 H 7.30722 -5.26836 6.73872  C56 1.089
76 H -3.34052 -2.55007 -1.69775  C31 1.082
77 H 0.76676 -0.44745 -3.66727  C37 1.096
78 H 6.72519 -3.27417 7.84190  C25 1.094
79 H -5.82794 -1.65374 -4.92646  C44 1.092
80 H 7.86414 -2.13799 6.02052  C51 1.086
81 H -7.28401 2.64811 0.59758  C49 1.089
82 H 5.80932 6.57806 -1.27976  C39 1.091
83 H 5.37797 0.96918 1.35832  C38 1.087
84 H 2.65658 1.36626 -4.21440  C45 1.092
85 H 4.86554 5.99201 0.82244  C42 1.092
86 H 0.72584 1.58058 -1.05647  O7 0.961
87 H -0.22284 -2.60520 -2.51392  C53 1.091
88 H 1.15601 -2.10118 -0.77065  C41 1.089
89 H 9.04164 -5.00097 6.91063  C56 1.090
90 H -0.72703 -2.67816 -4.49388  C22 1.091
91 H 9.45665 -2.69106 6.58351  C51 1.092
92 H -4.61110 0.17670 -4.73652  C46 1.094
93 H 2.68787 3.05825 -3.71746  C45 1.090
94 H -8.71555 -0.09199 -1.17671  C52 1.093
95 H 4.51864 7.23203 -2.29014  C39 1.089
96 H -4.41583 3.60276 -2.40042  S1 1.335
97 H -1.31517 -1.46572 -1.79844  C53 1.078
98 H 2.42282 1.79091 -2.52280  C45 1.094
99 H -4.18610 -3.33998 -3.52788  O16 0.959
100 H -9.15556 1.05049 1.62860  C27 1.094
101 H -2.44965 -4.36043 2.07188  C36 1.082
102 H 4.18079 -1.71916 4.19434  C23 1.087
103 H -5.15353 0.20760 -3.06686  C46 1.091
104 H 3.23348 6.69220 0.67731  C42 1.086
105 H 0.34053 -0.55724 -0.43420  C41 1.091
106 H 5.29026 5.70035 -2.71649  C39 1.089
107 H 5.36437 -0.46222 4.63443  C23 1.092
108 H -6.81859 1.09978 1.31324  C49 1.089

Calculated values
lowest unoccupied orbital energy = 0.12 eV
SMILES = CC[C@@H](C)[C@@]1(B(O)OC)C(=O)O[C@H](S)[C@]1(OC[C@H](C)O)OC(=O)c1ccccc1.C[C@@H]1COC(=O)O1.C[C@@H]1COC(=O)O1.C[C@@H]1COC(=O)O1.C[C@@H]1COC(=O)O1
spin multiplicity = 1
HOMO energy = -9.481 eV
HOMO-LUMO gap = 9.600 eV